This record from the Open Molecules 2025 dataset describes a cluster of 7 separate species, C43H86BN3O11S in total at a distorted geometry. The level of theory is wB97M-V/def2-TZVPD.

* SMILES string: CCOc1ccc2c(c1CCCCO)Nc1c(cc(CCCOC)c(C[C@H](O)CN)c1B(N)O)S2.CC(C)O.CC(C)O.CC(C)O.CC(C)O.CC(C)O.CC(C)O
* E_HOMO: -7.66 eV
* maximum force: 1.2 eV Å⁻¹
* DFT total energy: -3105.0140 hartree
* total charge: 0
* M: 864.05 u

Cartesian coordinates (Å):
1 C -2.5131 -5.3200 -1.3545
2 C -2.5909 -3.9759 -0.6610
3 O -1.5916 -3.0732 -1.1526
4 C -0.8588 -2.3983 -0.2060
5 C 0.5008 -2.7108 -0.1348
6 C 1.3433 -2.0384 0.7403
7 C 0.7917 -1.0773 1.5769
8 C -0.5697 -0.7650 1.5511
9 C -1.3958 -1.4051 0.6174
10 C -2.8303 -0.9554 0.4716
11 C -2.8385 0.3800 -0.3125
12 C -2.4033 0.1791 -1.7717
13 C -0.9090 0.3677 -2.0208
14 O -0.7040 1.6537 -2.6252
15 N -1.1204 0.1879 2.4826
16 C -0.3495 1.4016 2.5871
17 C 1.0357 1.3632 2.6741
18 C 1.7589 2.5468 2.7269
19 C 1.1191 3.7913 2.7607
20 C 2.0190 5.0029 2.7779
21 C 1.9086 5.9391 1.5495
22 C 1.4517 5.2685 0.2513
23 O 0.1741 5.7772 -0.1127
24 C -0.7501 4.7965 -0.5444
25 C -0.2825 3.8204 2.7613
26 C -1.0179 5.1270 2.8962
27 C -1.0719 5.6454 4.3825
28 O -1.0690 4.5413 5.2871
29 C -2.2824 6.5508 4.6088
30 N -1.9523 7.9919 4.6647
31 C -1.0123 2.6263 2.6393
32 B -2.5956 2.6462 2.6365
33 N -3.4289 2.3037 3.7980
34 O -3.2173 3.0792 1.5077
35 S 1.8315 -0.2134 2.7233
36 H -3.5221 -5.7274 -1.3949
37 H -2.1669 -5.2335 -2.3789
38 H -1.9283 -6.0209 -0.7701
39 H -3.5649 -3.5422 -0.8682
40 H -2.5407 -4.0919 0.4201
41 H 0.9194 -3.4692 -0.7789
42 H 2.3956 -2.2614 0.7956
43 H -3.4067 -1.6577 -0.1135
44 H -3.2506 -0.8347 1.4649
45 H -3.8412 0.7962 -0.2669
46 H -2.1158 1.0418 0.1510
47 H -2.8820 0.9600 -2.3625
48 H -2.7379 -0.7743 -2.1753
49 H -0.3358 0.3194 -1.0975
50 H -0.5731 -0.3919 -2.7285
51 H 0.2170 1.8925 -2.4918
52 H -1.1002 -0.2764 3.3902
53 H 2.8375 2.4907 2.7425
54 H 3.0385 4.6486 2.8932
55 H 1.8082 5.5911 3.6715
56 H 1.2337 6.7612 1.7637
57 H 2.8907 6.3840 1.4063
58 H 2.1428 5.5702 -0.5410
59 H 1.4809 4.1812 0.2861
60 H -0.2646 3.9617 -1.0483
61 H -1.4329 5.2466 -1.2596
62 H -1.3430 4.3987 0.2789
63 H -2.0499 5.0319 2.5685
64 H -0.5632 5.8952 2.2804
65 H -0.1366 6.1734 4.5577
66 H -1.9388 4.4473 5.6835
67 H -2.7530 6.2745 5.5527
68 H -3.0196 6.4054 3.8233
69 H -2.0784 8.3298 5.6088
70 H -0.9718 8.1438 4.4695
71 H -3.4061 3.0172 4.5144
72 H -3.2135 1.4012 4.1957
73 H -4.1567 3.2087 1.6798
74 C 4.5734 3.3249 -3.6843
75 C 3.9879 3.5658 -2.3037
76 C 5.0754 3.6595 -1.2445
77 O 3.0714 2.5199 -1.9682
78 H 5.1220 2.3794 -3.7036
79 H 3.7800 3.2580 -4.4305
80 H 5.2562 4.1254 -3.9745
81 H 3.4038 4.4872 -2.3061
82 H 5.6411 2.7252 -1.1977
83 H 4.6355 3.8272 -0.2597
84 H 5.7696 4.4734 -1.4596
85 H 3.5686 1.6944 -1.9582
86 C 5.1978 -2.2987 -4.0302
87 C 4.8240 -0.8284 -4.1232
88 C 4.4093 -0.4485 -5.5363
89 O 5.9184 -0.0138 -3.6957
90 H 6.0460 -2.5182 -4.6844
91 H 5.4923 -2.5577 -3.0122
92 H 4.3629 -2.9373 -4.3240
93 H 4.0053 -0.6140 -3.4337
94 H 5.2353 -0.6173 -6.2324
95 H 4.1453 0.6085 -5.5867
96 H 3.5531 -1.0368 -5.8692
97 H 6.6585 -0.1813 -4.2888
98 C 0.8724 -6.6788 2.2013
99 C 0.5301 -7.8246 1.2604
100 C 1.7741 -8.5964 0.8471
101 O -0.1490 -7.3272 0.1076
102 H 1.5405 -5.9669 1.7083
103 H -0.0289 -6.1356 2.4870
104 H 1.3627 -7.0410 3.1060
105 H -0.1725 -8.5007 1.7489
106 H 2.4691 -7.9409 0.3152
107 H 1.5117 -9.4122 0.1730
108 H 2.2890 -9.0125 1.7142
109 H 0.4470 -6.7214 -0.3466
110 C -6.3746 1.6879 7.0571
111 C -4.8920 1.9991 7.1810
112 C -4.3997 1.8340 8.6105
113 O -4.6283 3.3253 6.7180
114 H -6.9607 2.3728 7.6762
115 H -6.7049 1.8122 6.0256
116 H -6.5924 0.6670 7.3730
117 H -4.3266 1.3386 6.5226
118 H -4.9261 2.5231 9.2767
119 H -3.3354 2.0613 8.6782
120 H -4.5620 0.8172 8.9699
121 H -5.1143 3.9385 7.2790
122 C -7.0655 -1.6521 -2.2058
123 C -6.7339 -3.0405 -2.7318
124 C -7.9926 -3.8368 -3.0397
125 O -5.9235 -3.7423 -1.7886
126 H -7.6343 -1.7236 -1.2744
127 H -6.1518 -1.0963 -1.9905
128 H -7.6559 -1.0851 -2.9267
129 H -6.1279 -2.9527 -3.6340
130 H -8.5890 -3.9721 -2.1331
131 H -7.7361 -4.8280 -3.4144
132 H -8.6089 -3.3314 -3.7844
133 H -6.4312 -3.8397 -0.9759
134 C 7.5635 -5.4403 -8.5513
135 C 7.7984 -4.6587 -7.2678
136 C 7.9384 -5.5837 -6.0682
137 O 6.7353 -3.7300 -7.0529
138 H 6.6365 -6.0160 -8.4821
139 H 7.4659 -4.7623 -9.3994
140 H 8.3834 -6.1316 -8.7503
141 H 8.7012 -4.0554 -7.3695
142 H 7.0222 -6.1634 -5.9256
143 H 8.1066 -5.0075 -5.1579
144 H 8.7686 -6.2793 -6.1983
145 H 5.9193 -4.2328 -6.9587